Molecular formula: C44H51N6O6PPdS2
Method: DFT, ωB97M-V/def2-TZVPD

- frontier orbital gap (eV) = 8.23
- LUMO energy (eV) = 0.15
- charge = 0

Last column: Mulliken charge in e.
Cartesian coordinates (Å):
Pd  0.085  0.138  -0.732  1.20
O  0.083  4.516  -1.257  -0.41
S  -0.102  5.789  -0.514  0.05
C  -0.823  5.405  1.107  -0.42
C  -0.112  4.373  1.980  -1.47
C  -0.322  2.901  1.596  0.38
C  -1.794  2.501  1.699  -1.44
S  -2.470  1.725  0.172  1.18
O  -1.385  1.694  -0.900  -0.91
C  -3.470  3.110  -0.358  0.00
C  -3.089  3.856  -1.462  -0.47
C  -3.894  4.917  -1.861  -0.64
C  -5.059  5.213  -1.168  -0.50
C  -5.433  4.448  -0.069  -0.79
C  -4.639  3.387  0.338  -0.30
C  1.516  6.280  0.083  0.50
C  1.718  7.551  0.603  -0.47
C  2.988  7.914  1.022  -0.59
C  4.042  7.016  0.902  -0.59
C  3.828  5.754  0.368  -0.34
C  2.558  5.379  -0.047  -0.29
H  -1.851  5.116  0.872  0.20
H  -0.871  6.375  1.609  0.60
H  -0.473  4.525  3.003  0.42
H  0.958  4.588  2.006  0.48
H  0.273  2.274  2.259  0.48
H  0.052  2.730  0.585  -0.46
H  -2.408  3.376  1.906  1.04
H  -1.977  1.737  2.448  0.49
H  -2.168  3.611  -1.974  0.55
H  -3.604  5.514  -2.715  0.45
H  -5.682  6.038  -1.486  0.40
H  -6.345  4.674  0.466  0.41
H  -4.929  2.780  1.189  0.49
H  0.895  8.254  0.670  0.41
H  3.160  8.902  1.428  0.37
H  5.036  7.308  1.217  0.40
H  4.651  5.059  0.264  0.40
H  2.354  4.405  -0.477  0.33
C  -4.911  -1.209  -0.333  -1.45
C  -4.382  -2.268  0.625  1.62
C  -5.414  -2.590  1.695  -1.67
C  -3.986  -3.530  -0.133  -1.30
O  -3.264  -1.696  1.360  -0.21
P  -1.767  -1.541  0.804  0.52
O  -1.144  -0.409  1.554  -0.77
O  -1.730  -1.389  -0.701  -0.93
O  -1.070  -2.930  1.184  0.72
C  -0.912  -3.379  2.568  1.94
C  -1.002  -2.248  3.583  -1.79
C  -2.004  -4.402  2.841  -1.47
C  0.462  -4.020  2.631  -1.72
H  -5.777  -1.592  -0.877  0.53
H  -4.138  -0.932  -1.049  0.16
H  -5.214  -0.320  0.221  0.26
H  -6.339  -2.940  1.233  0.41
H  -5.633  -1.697  2.282  0.33
H  -5.046  -3.365  2.367  0.37
H  -4.867  -3.926  -0.643  0.59
H  -3.610  -4.293  0.547  0.18
H  -3.222  -3.310  -0.879  0.12
H  -1.967  -1.743  3.533  0.29
H  -0.222  -1.507  3.421  0.27
H  -0.888  -2.680  4.579  0.52
H  -2.980  -3.918  2.865  0.09
H  -1.834  -4.885  3.806  0.53
H  -2.003  -5.164  2.070  0.25
H  1.237  -3.267  2.491  0.30
H  0.560  -4.768  1.851  0.32
H  0.612  -4.505  3.597  0.45
N  8.431  5.072  -2.845  -0.52
C  7.471  4.490  -2.597  -0.06
C  6.273  3.761  -2.282  0.55
C  6.295  2.782  -1.290  -0.79
C  5.139  2.092  -0.979  -0.52
C  3.943  2.358  -1.654  0.71
C  3.936  3.341  -2.651  -0.29
C  5.087  4.037  -2.962  -0.63
C  2.736  1.668  -1.319  0.61
C  1.697  1.100  -1.068  -1.79
H  7.218  2.571  -0.766  0.44
H  5.148  1.336  -0.205  0.49
H  3.006  3.561  -3.159  0.46
H  5.075  4.802  -3.726  0.46
C  0.168  -2.443  -2.891  -1.71
C  1.149  -2.404  -1.777  1.09
N  1.283  -1.452  -0.869  0.59
C  2.373  -1.761  -0.088  -1.61
C  2.901  -2.932  -0.522  -0.30
N  2.132  -3.321  -1.606  0.25
C  2.387  -4.477  -2.467  -1.39
N  2.555  -5.735  -1.802  0.75
N  3.776  -6.085  -1.322  -0.58
N  3.673  -7.152  -0.634  -0.54
C  2.348  -7.543  -0.630  0.22
C  1.725  -8.641  -0.030  -0.75
C  0.369  -8.766  -0.216  -0.56
C  -0.361  -7.827  -0.977  -0.59
C  0.236  -6.737  -1.564  -0.64
C  1.615  -6.622  -1.371  1.40
H  -0.494  -1.588  -2.813  0.12
H  -0.456  -3.336  -2.832  0.25
H  0.683  -2.425  -3.854  0.56
H  2.677  -1.122  0.721  0.73
H  3.747  -3.509  -0.191  0.59
H  3.297  -4.292  -3.035  0.17
H  1.549  -4.580  -3.153  0.69
H  2.295  -9.356  0.547  0.44
H  -0.159  -9.599  0.227  0.39
H  -1.428  -7.967  -1.092  0.41
H  -0.336  -6.011  -2.126  0.28

---

Molecular formula: C3H10S
Method: DFT, ωB97M-V/def2-TZVPD

- spin multiplicity = 2
- frontier orbital gap (alpha / beta) (eV) = 11.56 / 6.47
- LUMO energy (alpha / beta) (eV) = -3.55 / -8.64
- charge = +1

Last column: Mulliken spin population.
Cartesian coordinates (Å):
C  -2.439  4.068  -1.092  0.00
H  -1.749  3.261  -1.323  0.00
H  -2.348  4.811  -1.887  0.00
H  -3.448  3.673  -1.170  0.00
H  -2.280  4.473  -0.102  0.00
C  0.002  -2.029  0.391  -0.04
S  1.198  -2.073  1.720  0.92
C  2.735  -2.484  0.869  -0.04
H  -0.198  -0.979  0.162  0.06
H  0.401  -2.558  -0.471  0.00
H  -0.898  -2.509  0.763  0.03
H  2.530  -3.330  0.220  0.03
H  3.474  -2.720  1.625  0.00
H  3.019  -1.605  0.294  0.05

---

Molecular formula: C26H41BN7O3PtS4Sb
Method: DFT, ωB97M-V/def2-TZVPD

- frontier orbital gap (eV) = 7.60
- LUMO energy (eV) = 0.07
- charge = 0

Last column: Mulliken charge in e.
Cartesian coordinates (Å):
Pt  0.638  -2.275  -1.292  1.16
C  -1.433  -5.862  -0.357  -0.83
N  -0.298  -5.596  0.504  0.31
C  -0.251  -5.894  1.845  -0.48
C  0.944  -5.450  2.296  -0.49
N  1.623  -4.892  1.244  0.29
B  3.007  -4.173  1.360  -0.31
N  2.717  -2.669  1.718  0.47
C  2.655  -2.223  3.014  -0.60
C  2.646  -0.871  3.002  -0.61
N  2.677  -0.492  1.680  0.53
C  2.756  0.877  1.223  -0.41
C  2.723  -1.603  0.909  -0.05
S  2.736  -1.589  -0.834  -0.51
C  0.852  -4.973  0.154  -0.12
S  1.255  -4.453  -1.456  -0.46
H  -2.345  -5.654  0.200  0.38
H  -1.427  -6.902  -0.683  0.31
H  -1.372  -5.206  -1.218  0.14
H  -1.075  -6.365  2.351  0.48
H  1.373  -5.486  3.281  0.46
H  3.593  -4.235  0.324  -0.03
H  3.593  -4.642  2.300  -0.17
H  2.624  -2.909  3.841  0.51
H  2.615  -0.151  3.801  0.54
H  3.697  1.324  1.543  0.30
H  1.918  1.444  1.630  -0.02
H  2.700  0.873  0.138  -0.09
C  -3.047  -2.124  -3.509  -1.52
C  -2.661  -2.635  -2.155  1.04
C  -3.750  -2.877  -1.152  -1.00
O  -1.501  -2.890  -1.884  -0.41
H  -3.689  -2.865  -3.994  0.44
H  -2.164  -1.942  -4.115  0.34
H  -3.633  -1.210  -3.403  0.35
H  -4.684  -2.397  -1.436  0.33
H  -3.435  -2.530  -0.167  0.24
H  -3.919  -3.956  -1.095  0.33
C  4.210  4.077  -2.742  -1.15
C  2.920  4.210  -1.941  -0.80
Sb  1.696  2.418  -2.049  0.48
C  0.367  3.059  -0.455  0.76
C  -0.494  4.306  -0.603  -1.29
C  0.802  3.036  -3.938  -0.88
C  -0.433  3.926  -3.944  -0.80
H  4.784  5.007  -2.748  0.36
H  4.010  3.814  -3.784  0.28
H  4.851  3.294  -2.333  0.30
H  2.323  5.050  -2.304  0.38
H  3.135  4.405  -0.887  0.45
H  1.071  3.196  0.375  0.36
H  -0.249  2.202  -0.181  -0.71
H  0.078  5.160  -0.971  0.33
H  -0.925  4.589  0.362  0.25
H  -1.322  4.138  -1.291  0.30
H  0.618  2.125  -4.511  0.46
H  1.631  3.543  -4.440  0.48
H  -1.285  3.431  -3.478  -0.02
H  -0.720  4.189  -4.965  0.39
H  -0.263  4.857  -3.402  0.24
N  -1.030  4.495  4.172  -0.56
C  -1.253  3.213  3.695  0.86
C  -2.543  2.785  3.373  -0.80
C  -2.765  1.493  2.930  -0.30
C  -1.705  0.609  2.808  -0.69
C  -0.421  1.020  3.135  -0.17
C  -0.191  2.308  3.573  -0.42
S  -1.942  -1.034  2.183  1.41
O  -1.455  -1.969  3.157  -0.84
O  -3.335  -1.129  1.786  -0.70
N  -0.959  -1.110  0.910  -0.23
C  -1.226  -0.397  -0.174  0.10
S  -2.597  0.666  -0.441  -0.14
C  -2.029  1.008  -2.044  -0.29
C  -0.892  0.327  -2.293  -1.56
N  -0.434  -0.452  -1.259  0.46
H  -1.738  5.180  3.966  0.22
H  -0.091  4.848  4.093  0.22
H  -3.374  3.474  3.466  0.31
H  -3.761  1.163  2.665  0.49
H  0.395  0.315  3.035  0.29
H  0.813  2.627  3.831  0.29
H  -2.569  1.657  -2.713  0.47
H  -0.360  0.346  -3.233  0.58

---

Molecular formula: C5H9N2
Method: DFT, ωB97M-V/def2-TZVPD

- frontier orbital gap (eV) = 12.19
- LUMO energy (eV) = -3.56
- charge = +1

Last column: Mulliken charge in e.
Cartesian coordinates (Å):
C  -0.445  1.544  -0.481  0.11
C  -0.858  -1.704  -2.074  0.30
C  -1.002  -3.046  -2.519  -0.84
C  1.625  1.517  2.140  -1.09
C  0.109  1.646  1.972  -0.17
N  -0.742  -0.624  -1.707  -0.37
N  -0.229  1.614  0.640  0.02
H  -0.659  1.365  -1.511  0.54
H  -0.720  -3.730  -1.719  0.28
H  -0.362  -3.221  -3.385  0.29
H  -2.040  -3.227  -2.798  0.28
H  1.853  1.495  3.201  0.34
H  1.990  0.598  1.689  0.36
H  2.138  2.363  1.691  0.36
H  -0.247  2.593  2.393  0.28
H  -0.410  0.818  2.468  0.30

---

Q: Look up the charge of the fourth one.
A: +1